Entry 1:
Below is 2 unconnected molecules or ions with the total composition C3H10N2 at a distorted geometry, with properties calculated with ωB97M-V with the def2-TZVPD basis set.

Results
- calculated total energy (eV) = -6247.995
- ΔE to the lowest compared entry with this formula, charge and spin (kJ/mol) = 524.21
- largest force on an atom (eV/A) = 3.25
- charge = 0

Element x y z (Å)
C 0.968285 1.517661 0.415590
C 0.645359 -1.587156 -0.064142
N 0.299388 -0.214845 -0.435097
H 0.632391 -0.035477 -1.381495
H 1.732584 -1.692116 -0.007096
H 0.212207 -1.808031 0.911085
H 0.790312 2.399108 -0.188691
H 2.003335 1.202351 0.448592
H 0.459246 1.490794 1.370679
H 0.273587 -2.318214 -0.789895
C -1.392772 0.226468 -0.444388
N -2.149675 -0.270773 0.527233
H -1.626917 -0.329624 1.405610
H -1.856519 0.119483 -1.431289
H -0.990812 1.300372 -0.336696

Forces on the atoms, in the same order (eV/Å):
0.1 -3.2 -0.5
0.7 0.3 0.7
0.4 2.2 -0.2
0.0 0.0 0.0
-0.1 -0.1 0.1
-0.1 0.0 -0.1
-0.3 -0.4 -0.3
0.1 0.2 0.2
-0.1 -0.1 -0.1
-0.1 0.4 0.0
-0.7 2.3 1.1
0.8 -1.4 -0.3
-0.3 0.7 0.1
0.4 -0.3 -0.2
-0.9 -0.5 -0.4

***

Entry 2:
Below is a single C3H10N2 molecule at a distorted geometry, with properties calculated with ωB97M-V with the def2-TZVPD basis set.

Results
- calculated total energy (eV) = -6250.858
- SMILES = CNCCN
- ΔE to the lowest compared entry with this formula, charge and spin (kJ/mol) = 248.02
- largest force on an atom (eV/A) = 5.13
- charge = 0

Element x y z (Å)
C 2.367711 -0.229758 -0.128200
C 0.011605 -0.292047 0.353153
C -1.305517 0.525677 0.150294
H 2.049361 -0.938810 -1.052452
H 3.349250 0.367829 -0.445788
H 2.627921 -0.890277 0.730526
H 1.078738 1.213818 -0.594724
H 0.060367 -1.059902 -0.488922
H 0.056606 -1.047382 1.178524
H -1.107491 1.236092 -0.731666
H -1.605203 1.207636 1.085433
H -3.299111 0.177701 -0.836515
H -3.016059 -0.548287 0.831101
N 1.188141 0.633945 0.197198
N -2.456313 -0.356232 -0.247957

Forces on the atoms, in the same order (eV/Å):
0.6 -0.2 -1.8
-0.2 -0.3 -2.0
-0.7 1.6 0.3
1.0 1.3 1.9
-2.3 -1.1 0.8
-0.2 0.5 -0.6
-0.7 0.7 -0.9
-0.4 1.0 0.3
0.1 1.5 0.2
-0.2 -0.9 1.3
1.0 -1.4 -2.0
3.2 -1.4 2.2
1.9 0.5 -4.4
0.9 -2.6 1.6
-4.1 0.8 3.0

***

Entry 3:
Below is 2 unconnected molecules or ions with the total composition C3H10N2 at a distorted geometry, with properties calculated with ωB97M-V with the def2-TZVPD basis set.

Results
- calculated total energy (eV) = -6252.438
- SMILES = [H]/N=C/N.CC
- ΔE to the lowest compared entry with this formula, charge and spin (kJ/mol) = 95.53
- largest force on an atom (eV/A) = 2.06
- charge = 0

Element x y z (Å)
C -2.310699 -0.806007 2.367794
C -0.999081 -0.098641 2.033975
H -2.813585 -1.114587 1.448384
H -2.067249 -1.709534 2.919695
H -3.043755 -0.139411 2.813654
H -0.313644 -0.752895 1.485876
H -0.478671 0.175746 2.947301
H -1.153465 0.726678 1.340402
N 1.435290 0.164541 -1.591284
C 1.812383 0.556697 -2.864519
N 2.997242 0.983053 -3.072012
H 0.688756 0.737197 -1.235471
H 2.064851 -0.328103 -0.987615
H 0.968075 0.711731 -3.541852
H 3.213559 0.893533 -4.064334

Forces on the atoms, in the same order (eV/Å):
0.2 0.0 -1.1
0.0 -0.4 -0.4
0.2 -0.2 -0.1
-0.5 0.1 0.4
0.2 -0.1 0.7
-0.1 -0.2 0.1
0.0 0.5 -0.1
0.0 0.4 0.4
-1.0 0.1 -0.9
0.6 1.4 1.2
0.3 -2.0 -0.6
-0.1 -0.6 0.6
0.3 0.6 0.2
0.1 -0.5 -0.3
-0.1 1.0 -0.2